Entry 1:
2 unconnected molecules or ions with the total composition C5H13NO in a non-equilibrium geometry. Source: the Open Molecules 2025 dataset; level of theory: the ωB97M-V functional and the def2-TZVPD basis.

Results
HOMO-LUMO gap (alpha / beta) = 3.62 / 7.32 eV

ORCA input file:
```
! wB97M-V def2-TZVPD RIJCOSX def2/J DEFGRID3
* xyz -1 2
C 1.5335 -1.8768 1.5393
C 2.1001 -0.6345 0.7746
C 1.1560 0.5749 0.6157
C -0.2318 0.0487 0.0841
C -0.8419 0.0504 -2.1647
N -0.1671 -0.5589 -1.2163
H 2.2162 -2.7013 1.3954
H 0.5998 -2.0841 1.0199
H 1.3809 -1.6258 2.5845
H 2.4141 -0.9989 -0.2101
H 2.9505 -0.4144 1.4309
H 1.4399 1.2290 -0.2033
H 0.8774 1.0493 1.5612
H -0.7509 -0.5032 0.8684
H -0.8753 0.9623 -0.0095
H -0.9474 -0.2168 -3.2240
H -0.9185 1.1595 -2.1829
H -3.7157 1.3879 -0.9653
H -4.3617 2.8305 -0.5231
O -3.8578 2.3222 -1.1747
*
```


Entry 2:
2 unconnected molecules or ions with the total composition C5H13NO in a non-equilibrium geometry. Source: the Open Molecules 2025 dataset; level of theory: the ωB97M-V functional and the def2-TZVPD basis.

Results
Structure (SMILES) = C=C(CC)NC.O
HOMO-LUMO gap = 8.50 eV

ORCA input file:
```
! wB97M-V def2-TZVPD RIJCOSX def2/J DEFGRID3
* xyz 0 1
C -1.1738 0.4237 -2.1378
C -0.3179 0.5462 -0.8996
C 0.5266 -0.6591 -0.5535
C 1.7809 -0.7843 -1.0062
C -1.3853 -1.5414 0.8390
N -0.1392 -1.6722 0.1059
H -1.8730 -0.4126 -2.0232
H -1.8082 1.2731 -2.3769
H -0.5465 0.1524 -2.9868
H -0.8862 0.6094 0.0370
H 0.1684 1.4924 -0.8098
H 2.5519 -1.4008 -0.5741
H 1.9457 -0.1843 -1.8897
H -2.3074 -1.4746 0.2544
H -1.3225 -0.7563 1.5921
H -1.4993 -2.4660 1.4109
H 0.1042 -2.6229 -0.0846
H 1.2608 2.2111 2.8408
H 1.0388 3.4606 2.1027
O 0.8908 3.0929 2.9857
*
```


Entry 3:
A molecular structure, C5H13NO in a non-equilibrium geometry. Source: the Open Molecules 2025 dataset; level of theory: the ωB97M-V functional and the def2-TZVPD basis.

Results
HOMO-LUMO gap = 8.36 eV

ORCA input file:
```
! wB97M-V def2-TZVPD RIJCOSX def2/J DEFGRID3
* xyz 0 1
C -0.4528 0.5366 0.3563
C -0.3771 -0.6358 -0.4628
C 0.7474 1.2733 0.8847
C 0.1876 -1.6533 1.0763
C 0.7001 -0.8832 -1.4866
N -0.9827 1.4908 -1.2031
O -1.5859 0.6372 1.1078
H -1.3886 1.0626 1.9525
H -1.3436 -1.0779 -0.6853
H -1.9445 1.2608 -1.4479
H -0.4643 2.1070 -1.8265
H 0.9451 0.9847 1.9207
H 1.6464 1.0861 0.3009
H 0.5335 2.3440 0.8607
H -0.3300 -1.4504 2.0115
H -0.0813 -2.6522 0.7338
H 1.2685 -1.5660 1.1793
H 1.6036 -0.3021 -1.3017
H 0.9868 -1.9383 -1.4906
H 0.3320 -0.6239 -2.4803
*
```


Entry 4:
2 unconnected molecules or ions with the total composition C5H13NO in a non-equilibrium geometry. Source: the Open Molecules 2025 dataset; level of theory: the ωB97M-V functional and the def2-TZVPD basis.

Results
Structure (SMILES) = C=CC[C@@H](C)N.O
HOMO-LUMO gap = 9.97 eV

ORCA input file:
```
! wB97M-V def2-TZVPD RIJCOSX def2/J DEFGRID3
* xyz 0 1
C 0.7637 1.8572 0.4746
C -0.7009 1.4767 0.5920
C -1.4933 1.3331 -0.7035
C -0.9130 0.2984 -1.6221
C -1.1743 -0.9984 -1.4326
N -1.2780 2.5182 1.4548
H 1.3209 1.7980 1.4012
H 1.2926 1.1929 -0.2205
H 0.7912 2.8828 0.0529
H -0.7590 0.4998 1.1266
H -1.7582 2.2371 -1.2475
H -2.5163 1.0226 -0.4555
H -0.1063 0.6370 -2.2587
H -0.6368 -1.7482 -1.9979
H -1.9171 -1.3770 -0.7402
H -1.1609 3.4648 1.1167
H -2.2742 2.3729 1.5854
H 3.7448 -6.0424 1.4537
H 3.9706 -4.6506 1.1028
O 3.7678 -5.4840 0.6641
*
```


Energy relative to the best compared isomer or geometry (same formula, charge and spin), respectively: 186.77 196.63 374.29 151.69 kJ/mol.